This record from the Open Molecules 2025 dataset describes C35H53AsCrF5N6PS2 as an isolated structure. The level of theory is the ωB97M-V functional and the def2-TZVPD basis.

Atoms and positions in Å:
Cr -0.4640 -1.2308 -1.0154
C 1.3481 0.3070 -3.5718
C 2.0660 -0.7491 -2.8262
N 1.4938 -1.6376 -2.0733
C 2.3767 -2.5643 -1.5971
C 3.6706 -2.3439 -1.9809
S 3.7800 -0.9537 -2.9736
C 1.9046 -3.6890 -0.8141
C 2.6813 -4.7423 -0.4130
S 1.7351 -5.9040 0.4060
C 0.3354 -4.8982 0.1559
N 0.5832 -3.7904 -0.4698
C -0.9719 -5.3923 0.6457
H 0.3733 0.4702 -3.1064
H 1.2101 -0.0096 -4.6047
H 1.9114 1.2362 -3.5691
H 4.5452 -2.9024 -1.7255
H 3.7304 -4.8935 -0.5625
H -0.8599 -6.3986 1.0410
H -1.7024 -5.4194 -0.1610
H -1.3478 -4.7473 1.4351
F -2.7460 -2.2175 1.6367
C -2.9111 -2.7636 0.4112
C -2.0199 -2.3896 -0.5858
C -2.2450 -2.9999 -1.8125
F -1.3258 -2.6331 -2.7850
C -3.2750 -3.8693 -2.1015
F -3.4346 -4.3895 -3.3240
C -4.1525 -4.2033 -1.0667
F -5.1664 -5.0406 -1.2977
C -3.9577 -3.6565 0.2012
F -4.7800 -3.9847 1.2016
C -4.9525 -0.3720 -1.0767
C -3.9790 0.7987 -1.0021
As -2.1894 0.4197 -1.7826
C -2.6894 -0.0046 -3.6577
C -3.6289 0.9944 -4.3248
C -1.4580 2.2612 -1.9966
C -2.3773 3.4390 -1.6818
H -5.9530 -0.0434 -0.7978
H -4.6585 -1.1638 -0.3921
H -5.0056 -0.7871 -2.0838
H -3.8505 1.0994 0.0427
H -4.3864 1.6512 -1.5559
H -3.1448 -0.9994 -3.6678
H -1.7587 -0.0726 -4.2340
H -4.5811 1.0513 -3.7982
H -3.8348 0.6845 -5.3488
H -3.1843 1.9892 -4.3587
H -1.0880 2.3539 -3.0245
H -0.5937 2.2769 -1.3230
H -3.2520 3.4549 -2.3331
H -1.8383 4.3742 -1.8377
H -2.7079 3.4062 -0.6438
N 0.5074 0.1129 -0.2452
P 1.2028 0.9961 0.8452
N 2.6419 0.2909 1.3525
C 3.7767 0.9468 1.9688
C 4.0232 0.4692 3.4034
C 4.1124 -1.0544 3.4525
C 2.8714 -1.6650 2.8064
C 2.7309 -1.1493 1.3793
N 0.1297 1.3266 2.0835
C -1.1707 0.6662 2.0329
C -1.9467 0.8902 3.3215
C -1.1374 0.3900 4.5160
C 0.2891 0.9707 4.5200
C 0.5062 1.9249 3.3462
N 1.7778 2.5150 0.4059
C 1.0235 3.7441 0.6196
C 1.8502 4.9456 0.1761
C 2.1281 4.9046 -1.3312
C 2.2220 3.4556 -1.8237
C 2.7262 2.5572 -0.6977
H 3.6090 2.0250 1.9522
H 4.6729 0.7229 1.3708
H 3.2143 0.8077 4.0532
H 4.9516 0.9153 3.7623
H 4.2010 -1.3871 4.4874
H 5.0038 -1.3881 2.9153
H 1.9828 -1.3840 3.3743
H 2.9392 -2.7529 2.7940
H 1.8243 -1.5480 0.9050
H 3.6111 -1.4630 0.7960
H -1.0353 -0.4110 1.8644
H -1.7324 1.0644 1.1709
H -2.8880 0.3429 3.2659
H -2.1826 1.9484 3.4393
H -1.0869 -0.6974 4.4617
H -1.6601 0.6504 5.4364
H 1.0115 0.1572 4.4453
H 0.4888 1.5063 5.4505
H 1.5569 2.2126 3.2809
H -0.0824 2.8353 3.5198
H 0.7985 3.8321 1.6815
H 0.0675 3.7420 0.0796
H 2.7887 4.9493 0.7308
H 1.3117 5.8562 0.4365
H 3.0581 5.4318 -1.5383
H 1.3381 5.4176 -1.8808
H 2.8962 3.3900 -2.6804
H 1.2377 3.1060 -2.1384
H 3.6929 2.9416 -0.3496
H 2.8763 1.5295 -1.0412

Results
**HOMO level (alpha / beta)**: -0.3871 / -0.3938 hartree
**Expectation value of S²**: 0.770
**Electronic energy**: -6611.100313 Ha
**Charge**: +1
**LUMO (alpha / beta)**: -2.65 / -2.34 eV
**Multiplicity**: 2